A) This record from the OMol25 dataset describes a 2-piece molecular cluster, C5H14 overall. The level of theory is ωB97M-V/def2-TZVPD.

Calculated values
HOMO ... -11.28 eV
Gap between HOMO and LUMO ... 12.416 eV
LUMO level ... 0.0418 hartree
Charge ... 0
Spin multiplicity ... 1
SMILES string ... CCC.CC

The geometry in XYZ format:
```
19
C5H14 | the OMol25 dataset | ωB97M-V/def2-TZVPD
C 1.468 -0.470 1.325
C -1.711 1.652 -1.670
C 2.882 -0.873 0.903
C 0.367 -1.226 0.541
C -2.663 0.801 -0.795
H -2.584 -0.227 -1.155
H -0.172 -0.548 -0.118
H -0.395 -1.649 1.196
H 2.916 -1.117 -0.159
H -2.323 0.808 0.240
H 3.216 -1.716 1.523
H 1.291 0.600 1.166
H -1.753 1.296 -2.694
H 1.323 -0.607 2.403
H -0.683 1.522 -1.318
H 0.753 -2.065 -0.038
H 3.617 -0.084 1.065
H -3.682 1.179 -0.876
H -1.869 2.726 -1.538
```



B) This record from the OMol25 dataset describes a 2-piece molecular cluster, C5H14 overall. The level of theory is ωB97M-V/def2-TZVPD.

Calculated values
HOMO ... -10.73 eV
Gap between HOMO and LUMO ... 11.786 eV
LUMO level ... 0.0388 hartree
Charge ... 0
Spin multiplicity ... 1
SMILES string ... CCC.CC

The geometry in XYZ format:
```
19
C5H14 | the OMol25 dataset | ωB97M-V/def2-TZVPD
C 2.014 -2.247 0.881
C 1.691 -0.782 0.995
C -1.384 0.672 -0.423
C -1.574 0.781 -1.986
C -0.829 1.689 0.518
H -2.036 -0.157 -2.400
H -1.407 2.510 0.268
H -2.323 0.458 -0.058
H 0.241 1.872 0.320
H 1.614 -0.122 0.135
H -0.681 1.073 -2.452
H 2.921 -2.566 0.654
H 1.404 -2.842 1.571
H -0.995 1.339 1.534
H 1.404 -2.610 0.070
H -0.906 -0.283 -0.322
H 0.774 -0.543 1.468
H -2.189 1.709 -2.245
H 2.665 -0.518 1.546
```



C) This record from the OMol25 dataset describes a 2-piece molecular cluster, C5H14 overall. The level of theory is ωB97M-V/def2-TZVPD.

Calculated values
HOMO ... -11.08 eV
Gap between HOMO and LUMO ... 12.119 eV
LUMO level ... 0.0380 hartree
Charge ... 0
Spin multiplicity ... 1
SMILES string ... CCC.CC

The geometry in XYZ format:
```
19
C5H14 | the OMol25 dataset | ωB97M-V/def2-TZVPD
C -2.043 -0.448 -1.709
C -3.176 0.489 -1.403
C 1.457 0.442 2.154
C 2.078 -0.686 1.365
C 2.261 -0.033 -0.053
H 2.694 0.969 -0.098
H 2.894 -0.659 -0.672
H -1.079 0.055 -2.043
H 0.508 0.691 1.591
H -3.641 0.995 -2.299
H 1.344 0.003 -0.643
H -2.948 1.336 -0.644
H -4.041 0.041 -0.790
H 3.131 -1.044 1.763
H -1.839 -1.160 -0.960
H 2.113 1.303 2.377
H 1.349 0.214 3.237
H -2.469 -1.000 -2.630
H 1.408 -1.509 1.456
```



Stability verdict: A), ahead by 0.0325 hartree



A) This record from the OMol25 dataset describes a 2-piece molecular cluster, C5H14 overall. The level of theory is ωB97M-V/def2-TZVPD.

Calculated values
HOMO ... -11.44 eV
Gap between HOMO and LUMO ... 12.525 eV
LUMO level ... 0.0399 hartree
Charge ... 0
Spin multiplicity ... 1
SMILES string ... CCC.CC

The geometry in XYZ format:
```
19
C5H14 | the OMol25 dataset | ωB97M-V/def2-TZVPD
C 1.772 -0.960 1.421
C 0.102 -2.346 0.183
C -0.500 2.557 -1.511
C 0.283 -1.097 1.059
C -1.649 1.730 -1.004
H 1.833 -0.438 2.387
H 2.279 -1.918 1.444
H 0.314 -3.275 0.706
H -2.584 2.287 -1.046
H 0.768 -2.227 -0.683
H -0.879 -2.398 -0.284
H 0.476 2.263 -1.128
H -1.786 0.729 -1.412
H -0.066 -0.281 0.426
H -1.545 1.515 0.062
H -0.324 -1.102 1.957
H -0.643 3.581 -1.170
H 2.314 -0.280 0.754
H -0.436 2.652 -2.600
```



B) This record from the OMol25 dataset describes a 2-piece molecular cluster, C5H14 overall. The level of theory is ωB97M-V/def2-TZVPD.

Calculated values
HOMO ... -11.15 eV
Gap between HOMO and LUMO ... 12.271 eV
LUMO level ... 0.0411 hartree
Charge ... 0
Spin multiplicity ... 1
SMILES string ... CCC.CC

The geometry in XYZ format:
```
19
C5H14 | the OMol25 dataset | ωB97M-V/def2-TZVPD
C 0.373 -1.491 -1.924
C -0.733 1.297 1.815
C 0.473 0.513 2.385
C 1.282 -0.454 -2.583
C -1.562 0.521 0.813
H 1.131 0.536 -2.136
H 0.194 -0.547 2.386
H 0.371 -2.419 -2.500
H -0.450 2.256 1.370
H 1.241 0.421 1.614
H 2.329 -0.698 -2.453
H -0.989 0.401 -0.110
H 0.672 0.866 3.389
H 1.065 -0.349 -3.642
H -0.642 -1.195 -1.690
H -2.446 1.105 0.538
H -1.934 -0.466 1.098
H 0.926 -1.893 -1.067
H -1.303 1.596 2.696
```



C) This record from the OMol25 dataset describes a 2-piece molecular cluster, C5H14 overall. The level of theory is ωB97M-V/def2-TZVPD.

Calculated values
HOMO ... -11.42 eV
Gap between HOMO and LUMO ... 12.560 eV
LUMO level ... 0.0420 hartree
Charge ... 0
Spin multiplicity ... 1
SMILES string ... CCC.CC

The geometry in XYZ format:
```
19
C5H14 | the OMol25 dataset | ωB97M-V/def2-TZVPD
C 0.610 -0.850 2.305
C -1.240 1.721 -1.520
C 1.111 0.782 -1.487
C -0.360 0.443 -1.673
C -0.346 -2.018 2.002
H 1.272 1.508 -0.677
H 1.784 -0.064 -1.334
H -0.636 2.430 -0.976
H -0.690 -0.301 -0.958
H 1.470 1.384 -2.323
H -0.481 0.054 -2.680
H -0.795 -1.892 1.011
H -2.195 1.580 -1.029
H -1.096 -2.125 2.772
H 0.177 0.124 2.160
H 0.262 -2.913 1.922
H 1.487 -1.033 1.696
H -1.373 2.124 -2.519
H 1.039 -0.952 3.307
```



D) This record from the OMol25 dataset describes a 2-piece molecular cluster, C5H14 overall. The level of theory is ωB97M-V/def2-TZVPD.

Calculated values
HOMO ... -10.43 eV
Gap between HOMO and LUMO ... 11.550 eV
LUMO level ... 0.0412 hartree
Charge ... 0
Spin multiplicity ... 1
SMILES string ... CCC.CC

The geometry in XYZ format:
```
19
C5H14 | the OMol25 dataset | ωB97M-V/def2-TZVPD
C 0.623 -1.275 -1.756
C -0.348 0.809 0.404
C 1.151 -0.845 -3.102
C -1.365 0.722 2.735
C -0.040 0.548 1.905
H 0.324 1.262 -0.344
H -0.691 -0.138 -0.044
H 1.376 -1.188 -0.943
H -2.233 0.869 2.086
H 0.652 1.380 2.125
H 2.236 -0.844 -3.169
H 0.286 -2.277 -1.564
H -1.316 1.756 3.121
H 0.510 -1.304 -3.891
H -1.169 1.510 0.374
H 0.541 -0.337 2.145
H 1.100 0.268 -3.180
H -1.705 0.020 3.477
H -0.151 -0.529 -1.363
```



Stability verdict: A), ahead by 0.0018 hartree



A) This record from the OMol25 dataset describes a 2-piece molecular cluster, C5H14 overall. The level of theory is ωB97M-V/def2-TZVPD.

Calculated values
HOMO ... -10.84 eV
Gap between HOMO and LUMO ... 11.887 eV
LUMO level ... 0.0383 hartree
Charge ... 0
Spin multiplicity ... 1
SMILES string ... CCC.CC

The geometry in XYZ format:
```
19
C5H14 | the OMol25 dataset | ωB97M-V/def2-TZVPD
C 0.948 1.703 1.103
C -1.934 -1.143 -2.034
C -2.718 -0.501 -0.776
C 2.560 -0.362 1.463
C 1.649 0.502 0.506
H 3.242 -1.089 0.943
H 1.895 -0.972 2.178
H -2.144 -0.108 -0.030
H 0.323 1.539 2.066
H 2.085 0.683 -0.549
H -3.431 -1.304 -0.604
H -0.944 -0.683 -2.024
H 0.291 2.255 0.381
H -1.900 -2.267 -1.791
H -3.169 0.276 -1.445
H 3.194 0.246 2.137
H -2.449 -1.107 -2.980
H 0.916 -0.230 0.113
H 1.588 2.564 1.343
```



B) This record from the OMol25 dataset describes a 2-piece molecular cluster, C5H14 overall. The level of theory is ωB97M-V/def2-TZVPD.

Calculated values
HOMO ... -10.68 eV
Gap between HOMO and LUMO ... 11.792 eV
LUMO level ... 0.0408 hartree
Charge ... 0
Spin multiplicity ... 1
SMILES string ... CCC.CC

The geometry in XYZ format:
```
19
C5H14 | the OMol25 dataset | ωB97M-V/def2-TZVPD
C 0.332 0.285 -1.237
C -0.957 -0.499 2.296
C 1.581 0.613 -2.026
C 0.112 -1.551 2.050
C -0.892 1.217 -1.477
H 1.496 1.565 -2.551
H -0.980 -0.220 3.360
H 0.142 -0.791 -1.170
H 0.343 0.404 -0.136
H -0.977 1.470 -2.536
H -1.835 0.700 -1.291
H -2.001 -0.767 2.117
H 2.509 0.678 -1.463
H 1.709 -0.210 -2.733
H -0.798 2.103 -0.859
H -0.193 -2.427 2.614
H 0.151 -1.806 0.984
H 1.145 -1.258 2.200
H -0.887 0.494 1.858
```



C) This record from the OMol25 dataset describes a 2-piece molecular cluster, C5H14 overall. The level of theory is ωB97M-V/def2-TZVPD.

Calculated values
HOMO ... -11.12 eV
Gap between HOMO and LUMO ... 12.280 eV
LUMO level ... 0.0427 hartree
Charge ... 0
Spin multiplicity ... 1
SMILES string ... CCC.CC

The geometry in XYZ format:
```
19
C5H14 | the OMol25 dataset | ωB97M-V/def2-TZVPD
C -2.099 0.176 -0.268
C 2.431 -1.257 0.142
C -0.702 2.287 0.283
C -1.344 0.989 0.807
C 1.351 -1.946 -0.731
H 2.523 -0.215 -0.184
H -3.180 0.221 -0.106
H 0.527 -2.323 -0.127
H -1.821 -0.873 -0.238
H -0.901 2.382 -0.784
H 1.779 -2.727 -1.352
H 2.157 -1.228 1.192
H -1.997 1.082 1.671
H 0.378 2.262 0.440
H -1.018 3.175 0.828
H 0.921 -1.242 -1.440
H -1.892 0.571 -1.265
H 3.404 -1.707 -0.047
H -0.517 0.372 1.181
```



Stability verdict: C), ahead by 0.0129 hartree



A) This record from the OMol25 dataset describes a 2-piece molecular cluster, C10H10N2 overall. The level of theory is ωB97M-V/def2-TZVPD.

Calculated values
HOMO ... -9.27 eV
Gap between HOMO and LUMO ... 9.997 eV
LUMO level ... 0.0266 hartree
Charge ... 0
Spin multiplicity ... 1
SMILES string ... c1ccncc1.c1ccncc1

The geometry in XYZ format:
```
22
C10H10N2 | the OMol25 dataset | ωB97M-V/def2-TZVPD
N -1.739 -0.046 -0.583
N 2.215 -0.583 0.906
C -4.413 0.104 0.451
C 2.495 -1.204 -0.195
C -2.387 -1.100 -0.028
C -2.457 1.023 -0.588
C 4.161 0.380 -0.642
C 2.992 0.434 1.301
C 3.925 1.021 0.550
C 3.548 -0.764 -1.087
C -3.706 -1.050 0.557
C -3.880 1.130 -0.427
H -2.201 2.014 -0.992
H -4.208 -1.850 0.999
H 4.381 2.072 0.821
H -4.273 2.046 -0.482
H 2.566 0.892 2.221
H 1.779 -1.876 -0.478
H -5.406 -0.023 0.907
H -1.950 -2.141 0.051
H 3.673 -1.403 -2.022
H 4.883 0.922 -1.239
```



B) This record from the OMol25 dataset describes C10H10N2 as an isolated structure. The level of theory is ωB97M-V/def2-TZVPD.

Calculated values
HOMO ... -7.41 eV
Gap between HOMO and LUMO ... 7.693 eV
LUMO level ... 0.0104 hartree
Charge ... 0
Spin multiplicity ... 1

The geometry in XYZ format:
```
22
C10H10N2 | the OMol25 dataset | ωB97M-V/def2-TZVPD
N 2.068 -0.905 -2.350
N -1.279 -0.596 0.052
C 0.731 1.823 1.812
C -0.456 1.142 1.505
C 0.983 0.149 -0.457
C 2.019 0.957 -0.027
C -2.498 -0.684 0.707
C -0.067 -1.583 -1.789
C -0.288 0.138 0.359
C -1.219 -1.448 -1.081
C 1.963 1.885 1.118
C 1.059 -0.792 -1.524
H -2.327 -1.056 1.918
H 3.018 -0.163 -2.345
H -3.295 -1.288 0.225
H -0.216 -2.555 -2.745
H -2.140 -2.135 -1.391
H 3.030 0.890 -0.367
H -1.269 1.125 1.882
H -2.680 0.133 0.578
H 0.132 2.525 2.493
H 2.732 2.436 1.425
```



Stability verdict: A), ahead by 0.1925 hartree



A) This record from the OMol25 dataset describes a 2-piece molecular cluster, C10H10N2 overall. The level of theory is ωB97M-V/def2-TZVPD.

Calculated values
HOMO ... -9.48 eV
Gap between HOMO and LUMO ... 10.028 eV
LUMO level ... 0.0201 hartree
Charge ... 0
Spin multiplicity ... 1
SMILES string ... c1ccncc1.c1ccncc1

The geometry in XYZ format:
```
22
C10H10N2 | the OMol25 dataset | ωB97M-V/def2-TZVPD
N 1.003 0.332 2.535
N -0.549 -2.747 -0.986
C -1.451 -1.770 -1.284
C -0.453 1.308 0.924
C -0.467 2.504 1.711
C -1.074 -0.675 -2.064
C 0.242 2.607 2.903
C 0.943 -1.800 -2.681
C 1.002 1.453 3.309
C 0.104 -0.577 -2.749
C 0.302 0.299 1.400
C 0.589 -2.829 -1.745
H -2.361 -1.773 -0.670
H -1.034 3.388 1.390
H 1.216 -3.726 -1.829
H -0.869 1.211 -0.087
H 1.919 -1.914 -3.171
H 1.593 1.451 4.234
H 0.274 3.504 3.536
H 0.510 -0.608 0.818
H -1.850 0.100 -2.107
H 0.411 0.261 -3.389
```



B) This record from the OMol25 dataset describes a 2-piece molecular cluster, C10H10N2 overall. The level of theory is ωB97M-V/def2-TZVPD.

Calculated values
HOMO ... -9.37 eV
Gap between HOMO and LUMO ... 10.238 eV
LUMO level ... 0.0320 hartree
Charge ... 0
Spin multiplicity ... 1
SMILES string ... c1ccncc1.c1ccncc1

The geometry in XYZ format:
```
22
C10H10N2 | the OMol25 dataset | ωB97M-V/def2-TZVPD
N 2.897 -1.340 -0.825
N -2.041 0.637 1.074
C 4.035 -0.126 0.912
C 2.279 -0.239 -1.073
C 2.427 1.048 -0.488
C -2.928 -0.488 1.342
C -3.155 0.483 -1.062
C -3.840 -1.115 0.449
C 3.452 1.121 0.507
C 3.814 -1.289 0.180
C -2.330 1.106 -0.067
C -3.955 -0.557 -0.759
H 3.747 2.056 0.964
H -3.078 0.810 -2.056
H -2.759 -0.752 2.421
H -4.527 -1.122 -1.377
H -1.761 2.109 -0.364
H -4.617 -1.763 0.810
H 4.295 -2.207 0.412
H 4.676 -0.009 1.813
H 1.464 -0.300 -1.813
H 1.904 1.937 -1.001
```



C) This record from the OMol25 dataset describes one molecule with the formula C10H10N2. The level of theory is ωB97M-V/def2-TZVPD.

Calculated values
HOMO ... -8.04 eV
Gap between HOMO and LUMO ... 8.808 eV
LUMO level ... 0.0281 hartree
Charge ... 0
Spin multiplicity ... 1
SMILES string ... Cn1ccnc1-c1ccccc1

The geometry in XYZ format:
```
22
C10H10N2 | the OMol25 dataset | ωB97M-V/def2-TZVPD
N -0.693 1.508 1.533
N -1.802 -0.081 0.507
C 0.645 0.186 -0.057
C -2.210 -1.256 -0.271
C 3.158 -0.285 -1.341
C -2.693 0.582 1.345
C 1.918 -0.915 -1.756
C 3.006 0.567 -0.197
C -1.959 1.562 2.012
C -0.649 0.558 0.622
C 0.670 -0.650 -1.160
C 1.819 0.872 0.383
H -2.473 -0.951 -1.348
H -2.273 2.195 2.537
H 3.911 0.973 0.341
H 2.271 -1.744 -2.636
H -3.594 0.425 1.673
H -1.618 -2.017 -0.137
H 4.115 -0.293 -1.838
H -3.334 -1.448 0.120
H 0.055 -1.235 -1.437
H 1.729 1.447 1.104
```



Stability verdict: A), ahead by 0.0352 hartree



A) This record from the OMol25 dataset describes a 2-piece molecular cluster, C5H8O overall. The level of theory is ωB97M-V/def2-TZVPD.

Calculated values
HOMO ... -7.47 eV
Gap between HOMO and LUMO ... 7.796 eV
LUMO level ... 0.0120 hartree
Charge ... 0
Spin multiplicity ... 1

The geometry in XYZ format:
```
14
C5H8O | the OMol25 dataset | ωB97M-V/def2-TZVPD
O -0.632 0.046 -1.781
C -0.521 -1.061 0.252
C -1.219 -1.064 -1.072
C 0.325 -0.019 0.310
C 0.269 0.637 -0.988
C 1.218 0.432 1.422
H -0.700 -1.798 1.026
H 2.266 0.454 1.099
H -0.296 2.303 -0.469
H 0.956 1.451 1.733
H -1.029 -1.960 -1.678
H -2.307 -0.922 -1.001
H 1.137 -0.228 2.291
H 0.533 1.729 -1.143
```



B) This record from the OMol25 dataset describes one molecule with the formula C5H8O. The level of theory is ωB97M-V/def2-TZVPD.

Calculated values
HOMO ... -10.15 eV
Gap between HOMO and LUMO ... 11.145 eV
LUMO level ... 0.0367 hartree
Charge ... 0
Spin multiplicity ... 1
SMILES string ... C#C[C@@H](C)CO

The geometry in XYZ format:
```
14
C5H8O | the OMol25 dataset | ωB97M-V/def2-TZVPD
O -0.526 2.210 0.233
C -0.224 -0.053 -0.345
C -0.966 0.903 0.560
C 2.394 0.213 -0.576
C 1.200 0.298 -0.413
C -0.491 -1.525 0.060
H -1.516 -1.847 -0.187
H -0.613 0.102 -1.362
H 0.188 -2.190 -0.470
H -2.024 0.728 0.353
H -0.779 0.669 1.624
H -0.364 -1.690 1.138
H 0.407 2.098 0.028
H 3.420 -0.054 -0.736
```



C) This record from the OMol25 dataset describes C5H8O as an isolated structure. The level of theory is ωB97M-V/def2-TZVPD.

Calculated values
HOMO ... -8.19 eV
Gap between HOMO and LUMO ... 9.262 eV
LUMO level ... 0.0394 hartree
Charge ... 0
Spin multiplicity ... 1

The geometry in XYZ format:
```
14
C5H8O | the OMol25 dataset | ωB97M-V/def2-TZVPD
O 0.185 -1.203 -0.740
C 0.898 -0.186 0.050
C -0.093 0.854 -0.455
C -1.519 0.572 -0.025
C 0.957 -0.516 1.514
C -0.604 -0.200 -1.312
H -2.147 1.337 -0.498
H -0.855 -0.205 -2.361
H 1.496 0.272 2.052
H -1.814 -0.451 -0.544
H 1.892 -0.037 -0.391
H 0.178 1.821 -0.864
H 1.484 -1.464 1.663
H -0.058 -0.595 1.910
```



Stability verdict: B), ahead by 0.0766 hartree